An isolated molecule of C2H6BrP at a distorted geometry, computed with wB97M-V/def2-TZVPD.

Geometry as ORCA input:
```
! wB97M-V def2-TZVPD RIJCOSX def2/J DEFGRID3
* xyz 0 1
C -0.280 -1.119 0.398
C 0.518 -0.063 -0.328
P 0.016 1.750 0.222
Br 2.437 -0.260 -0.009
H -0.181 -1.017 1.480
H 0.065 -2.115 0.109
H -1.334 -1.024 0.118
H 0.394 -0.156 -1.413
H -0.304 2.586 -0.953
H -1.330 1.417 0.376
*
```

The molar mass comes out at 140.948 g/mol. Its HOMO energy is -9.6 eV. Its orbital gap is 0.3877 Ha. The structure (SMILES) is C[C@@H](P)Br.